This record from the OMol25 dataset describes a cluster of 2 separate species, CH4FNS in total at a distorted geometry. The level of theory is ωB97M-V/def2-TZVPD.

Positions of all 8 atoms, in Å:
C 0.8144 0.2555 0.2089
N 0.4353 -0.6885 -0.7641
F -2.0975 -0.1160 1.0101
S -2.3454 -0.8014 -0.4473
H 1.7792 0.6108 0.0550
H 0.3304 1.2282 0.4320
H 0.8022 -0.2535 1.1163
H 0.2815 -0.2351 -1.6110

Properties
Relative energy (zero: lowest compared OMol25 entry of this formula, charge and spin), kcal/mol: 43.2
E_HOMO (spin up / spin down), eV: -9.1 / -9.5
Kohn-Sham gap (spin up / spin down), eV: 9.172 / 7.104
2S+1: 3
Energy, eV: -16140.110

The molecule's Löwdin atomic charges, reported in e, are given here: -0.265, -0.018, -0.584, 0.697, 0.057, 0.091, 0.042, -0.021